3 unconnected molecules or ions with the total composition C3H10O4 in a non-equilibrium geometry. Source: OMol25; level of theory: ωB97M-V/def2-TZVPD.

XYZ file:
```
17
Properties=species:S:1:pos:R:3:forces:R:3
O 2.745587 -0.210975 2.202274 -0.691 -0.805 0.680
C 1.602402 -0.621871 2.119247 2.108 3.055 -2.893
C 0.682702 -0.041857 1.071096 -1.309 -2.912 0.327
C -0.785369 -0.560499 1.373231 2.104 2.237 1.421
O -1.578824 0.074145 0.460196 -2.083 2.399 3.955
H 1.179320 -1.342479 2.725969 -0.639 -1.987 1.863
H 0.742312 1.037129 1.110785 -0.129 0.128 -0.365
H 0.830137 -0.504993 0.075360 0.836 0.737 0.302
H -0.888541 -1.658158 1.455420 0.119 0.413 -0.158
H -0.952147 -0.053880 2.360881 -0.674 -0.969 -0.523
H -1.558241 -0.275804 -0.356255 0.342 -2.204 -4.501
H -1.170987 -1.723241 -2.517546 1.268 -4.781 -1.504
H -1.536577 -0.425509 -3.000646 0.371 -0.897 3.008
O -1.370804 -0.955605 -2.114096 -1.605 5.599 -1.619
H 1.096000 2.428248 -1.650050 0.042 0.068 0.565
H 0.014167 2.553306 -2.736975 1.134 -0.275 0.280
O 0.948862 2.282043 -2.578891 -1.196 0.193 -0.838
```
Positions in Å, forces in eV/Å.

Values from the calculation:
SMILES: O=CCCO.O.O
Kohn-Sham gap, eV: 9.6
Relative energy (zero: lowest compared OMol25 entry of this formula, charge and spin), kcal/mol: 57.49
Highest occupied orbital energy, eV: -9.379
Charge: 0
E, Ha: -421.19343
Largest force on an atom, eV/A: 6.0

C3H10OP2 in the gas phase in a non-equilibrium geometry. Source: OMol25; level of theory: ωB97M-V/def2-TZVPD.

XYZ file:
```
16
Properties=species:S:1:pos:R:3:forces:R:3
C 2.886081 -0.166424 -0.150260 0.795 -1.659 2.671
C -2.226649 -0.456808 0.232355 -0.457 1.147 -0.966
C 0.503445 -0.137338 0.264406 1.210 0.215 2.745
O 1.574771 -0.516365 -0.552092 0.847 -0.463 -0.246
P 0.444884 1.785560 -0.002048 -0.098 0.678 -0.546
P -1.000213 0.413193 -0.758159 0.506 -0.267 -1.589
H 3.318963 -0.694502 0.839708 -1.583 1.142 -1.763
H 3.089840 0.863699 -0.112726 -0.645 1.895 0.862
H 3.664127 -0.377323 -0.830627 0.176 -1.351 -1.669
H -1.956775 -0.869391 1.146395 1.489 -1.495 1.030
H -3.043405 0.081411 0.594780 -1.514 1.823 -0.131
H -2.651674 -1.095972 -0.500758 -0.323 -1.269 -0.308
H -0.673149 -0.386179 -1.882119 0.277 -0.013 0.359
H 0.671997 -0.400405 1.404796 -0.562 0.099 -2.229
H -0.699082 2.170979 0.734066 0.079 -0.046 0.726
H -1.865861 1.235611 -1.698393 -0.197 -0.437 1.054
```
Positions in Å, forces in eV/Å.

Values from the calculation:
SMILES: CO[C@H]1P[PH2]1C
Kohn-Sham gap, eV: 8.7
Relative energy (zero: lowest compared OMol25 entry of this formula, charge and spin), kcal/mol: 111.33
Highest occupied orbital energy, eV: -7.746
Charge: 0
E, Ha: -878.05902
Largest force on an atom, eV/A: 3.2

Copy entry 2 word for word.
C3H10OP2 in the gas phase in a non-equilibrium geometry. Source: OMol25; level of theory: ωB97M-V/def2-TZVPD.

XYZ file:
```
16
Properties=species:S:1:pos:R:3:forces:R:3
C 2.886081 -0.166424 -0.150260 0.795 -1.659 2.671
C -2.226649 -0.456808 0.232355 -0.457 1.147 -0.966
C 0.503445 -0.137338 0.264406 1.210 0.215 2.745
O 1.574771 -0.516365 -0.552092 0.847 -0.463 -0.246
P 0.444884 1.785560 -0.002048 -0.098 0.678 -0.546
P -1.000213 0.413193 -0.758159 0.506 -0.267 -1.589
H 3.318963 -0.694502 0.839708 -1.583 1.142 -1.763
H 3.089840 0.863699 -0.112726 -0.645 1.895 0.862
H 3.664127 -0.377323 -0.830627 0.176 -1.351 -1.669
H -1.956775 -0.869391 1.146395 1.489 -1.495 1.030
H -3.043405 0.081411 0.594780 -1.514 1.823 -0.131
H -2.651674 -1.095972 -0.500758 -0.323 -1.269 -0.308
H -0.673149 -0.386179 -1.882119 0.277 -0.013 0.359
H 0.671997 -0.400405 1.404796 -0.562 0.099 -2.229
H -0.699082 2.170979 0.734066 0.079 -0.046 0.726
H -1.865861 1.235611 -1.698393 -0.197 -0.437 1.054
```
Positions in Å, forces in eV/Å.

Values from the calculation:
SMILES: CO[C@H]1P[PH2]1C
Kohn-Sham gap, eV: 8.7
Relative energy (zero: lowest compared OMol25 entry of this formula, charge and spin), kcal/mol: 111.33
Highest occupied orbital energy, eV: -7.746
Charge: 0
E, Ha: -878.05902
Largest force on an atom, eV/A: 3.2